1.
{
  "formula": "C22H18BN2O4",
  "method": "the ωB97M-V functional and the def2-TZVPD basis",
  "orbital_gap_ev": 5.97,
  "energy_ha": -1284.08023,
  "homo_energy_ev": -11.537,
  "charge": 1,
  "symbols": ["C", "C", "B", "O", "N", "C", "C", "C", "C", "C", "O", "C", "N", "H", "H", "H", "H", "H", "H", "H", "H", "H", "H", "C", "C", "C", "C", "C", "C", "C", "O", "C", "C", "C", "C", "C", "C", "C", "O", "H", "H", "H", "H", "H", "H", "H", "H"],
  "positions_angstrom": [[5.272, 3.028, -0.926], [4.342, 2.419, 0.241], [2.771, 2.284, -0.126], [1.953, 1.486, 0.778], [2.054, 2.941, -1.289], [2.382, 2.740, -2.699], [1.602, 3.426, -3.874], [0.365, 4.354, -3.555], [0.041, 4.534, -2.018], [0.922, 3.808, -0.935], [0.538, 4.054, 0.440], [0.991, 5.358, 0.791], [1.581, 6.347, 1.175], [6.368, 2.936, -0.558], [5.230, 2.466, -1.922], [5.084, 4.165, -1.035], [4.488, 3.095, 1.174], [4.715, 1.360, 0.524], [1.474, 0.780, 0.282], [3.244, 2.054, -2.990], [1.872, 3.299, -4.980], [-0.260, 4.872, -4.379], [-0.864, 5.186, -1.766], [-2.171, -0.938, 4.137], [-3.137, -1.850, 4.558], [-3.495, -2.915, 3.738], [-2.895, -3.065, 2.487], [-1.945, -2.139, 2.055], [-1.576, -1.081, 2.888], [-1.338, -2.258, 0.711], [-0.503, -1.449, 0.334], [-1.763, -3.367, -0.172], [-1.241, -3.460, -1.464], [-1.625, -4.507, -2.296], [-2.523, -5.469, -1.839], [-3.049, -5.376, -0.555], [-2.677, -4.319, 0.278], [-3.269, -4.211, 1.629], [-4.058, -5.050, 2.029], [-1.886, -0.113, 4.782], [-3.611, -1.731, 5.528], [-4.245, -3.624, 4.074], [-0.827, -0.364, 2.564], [-0.539, -2.716, -1.826], [-1.222, -4.574, -3.302], [-2.817, -6.289, -2.486], [-3.752, -6.127, -0.206]]
}

2.
{
  "formula": "C4H13O3",
  "method": "the ωB97M-V functional and the def2-TZVPD basis",
  "orbital_gap_ev": 7.78,
  "energy_ha": -385.92456,
  "homo_energy_ev": -4.182,
  "charge": -1,
  "symbols": ["C", "O", "C", "C", "C", "H", "H", "H", "H", "H", "H", "H", "H", "H", "H", "H", "O", "H", "H", "O"],
  "positions_angstrom": [[-0.194, 0.282, -0.145], [-1.156, 1.323, -0.266], [0.949, 0.852, 0.732], [2.271, 0.090, 0.446], [2.124, -1.335, 1.049], [-0.627, -0.516, 0.458], [0.253, 0.073, -1.117], [0.769, 0.839, 1.804], [0.982, 1.902, 0.424], [3.122, 0.539, 0.949], [2.439, -0.031, -0.627], [2.940, -2.009, 0.744], [1.295, -2.006, 0.773], [1.969, -1.217, 2.124], [-3.952, 0.959, -1.042], [-2.125, 0.969, -0.114], [-3.591, 0.493, -0.276], [-2.036, -0.019, -2.502], [-2.862, -0.416, -1.228], [-2.568, -0.771, -2.188]]
}

3.
{
  "formula": "C4H6INO",
  "method": "the ωB97M-V functional and the def2-TZVPD basis",
  "multiplicity": 3,
  "orbital_gap_ev": [5.51, 5.73],
  "energy_ha": -583.46971,
  "homo_energy_ev": [-5.234, -8.994],
  "s2": 2.019,
  "charge": 0,
  "symbols": ["C", "C", "C", "C", "N", "O", "I", "H", "H", "H", "H", "H", "H"],
  "positions_angstrom": [[0.536, 1.207, 0.956], [0.796, 1.512, -0.468], [-0.685, -0.454, 0.155], [-0.458, -1.880, -0.201], [-0.110, 0.171, 1.196], [0.063, 0.725, -1.229], [-2.780, -0.041, -0.095], [1.076, 1.705, 1.696], [0.690, 2.589, -0.592], [1.991, 1.524, -0.651], [-1.051, -2.241, -1.024], [-0.664, -2.636, 0.709], [0.595, -2.180, -0.452]]
}